Record 1
10
Properties=species:S:1:pos:R:3:forces:R:3:nbo_charge:R:1 method="wB97M-V/def2-TZVPD" e_homo_ev=-8.88 relative_energy_kj_mol=471.5 orbital_gap_ev=7.97 multiplicity=1
O -2.21837 -0.27691 0.52694 0.03 0.08 -0.24 -0.6004
C -2.22217 0.05375 -0.72071 0.10 -0.07 0.31 0.2460
C -0.80404 0.54530 -1.10995 0.30 0.01 0.06 0.0637
N 0.20469 0.32488 -0.40804 -0.29 -0.01 -0.13 -0.4152
C 1.22043 -0.03432 0.40562 -0.04 -0.06 -0.03 0.2324
N 1.79901 -1.16862 0.34363 -0.04 0.27 0.09 -0.6929
H -1.32414 -0.16705 0.94393 -0.02 0.00 -0.04 0.4650
H -0.72757 1.05840 -2.07530 0.02 -0.06 0.12 0.1799
H 1.47131 0.78126 1.09566 -0.01 -0.11 -0.07 0.1776
H 2.54338 -1.19625 1.03587 -0.06 -0.03 -0.07 0.3439

Record 2
18
Properties=species:S:1:pos:R:3:forces:R:3:nbo_charge:R:1 method="wB97M-V/def2-TZVPD" e_homo_ev=-10.04 relative_energy_kj_mol=187.1 smiles="C=NCCCCO" orbital_gap_ev=10.97 multiplicity=1
C -2.91837 0.45830 -0.20043 -0.12 0.76 0.32 -0.0616
N -1.75289 0.81640 0.14321 0.18 -0.80 -1.11 -0.3885
C -0.75059 0.56385 -0.93233 0.17 0.34 -0.08 -0.2550
C -0.02154 -0.76263 -0.73080 -0.16 -0.67 -0.54 -0.4068
C 0.59854 -0.95284 0.65867 -1.01 0.88 -0.58 -0.4341
C 1.66797 0.06232 1.00950 0.35 -0.19 0.70 -0.0756
O 2.78148 -0.06844 0.11980 -0.11 0.01 0.77 -0.7211
H -3.74588 0.59115 0.50280 0.18 -0.16 -0.09 0.1747
H -3.16993 0.12685 -1.21844 0.06 -0.15 0.19 0.1415
H -1.23450 0.54046 -1.92675 0.09 0.09 0.31 0.1774
H -0.02780 1.39041 -0.94492 -0.22 -0.04 0.13 0.1895
H -0.74898 -1.56020 -0.97002 0.01 0.14 0.66 0.2023
H 0.70520 -0.97076 -1.52492 0.23 0.65 0.06 0.2119
H -0.25637 -0.78102 1.31429 0.23 -0.48 0.57 0.2199
H 0.99402 -1.95716 0.70336 0.08 -0.25 0.39 0.2138
H 1.29846 1.09492 1.10606 -0.11 -0.17 -0.66 0.1704
H 2.03288 -0.10269 2.03574 0.08 -0.40 -0.35 0.1789
H 2.64067 0.55839 -0.57510 0.07 0.44 -0.71 0.4626

Record 3
17
Properties=species:S:1:pos:R:3:forces:R:3:nbo_charge:R:1 method="wB97M-V/def2-TZVPD" e_homo_ev=-14.42 relative_energy_kj_mol=341.2 charge=+1 orbital_gap_ev=11.50 multiplicity=1
C 0.49911 -3.42065 -0.69204 0.09 -0.77 2.30 -0.7333
C 1.22910 -2.17686 -0.38632 0.34 -0.30 0.55 0.4995
C -1.36480 1.12385 0.54672 2.04 0.60 -2.03 -0.2158
C -0.69653 2.40421 0.25387 0.21 -2.97 -0.31 0.1484
C -0.56559 3.65166 -0.07418 1.78 -0.31 -0.44 -0.3356
N 0.13230 1.18198 0.64490 3.33 1.09 0.63 -0.6173
O 0.70499 -1.09457 -0.47831 -0.78 1.16 -0.64 -0.6287
H 1.13846 -4.33421 -0.69522 -0.59 0.80 -0.56 0.2594
H -0.15722 -3.53757 0.23912 0.69 0.03 -1.02 0.2666
H 2.22130 -2.16651 0.05282 0.59 -0.60 0.01 0.1437
H -1.88690 1.07047 1.42776 -1.28 -0.60 1.92 0.2416
H -1.48468 0.38601 -0.26590 -0.92 0.73 0.42 0.2628
H -1.42514 4.20147 -0.29333 -1.26 0.84 -0.20 0.2488
H -0.18527 -3.22513 -1.48640 -0.28 -0.37 -0.83 0.2596
H 0.40656 4.11327 -0.29094 -0.42 -0.23 0.49 0.2506
H 0.72977 1.34480 1.54334 -1.95 -0.57 -1.72 0.4483
H 0.70455 0.47776 -0.04589 -1.58 1.46 1.42 0.5015

Record 4
13
Properties=species:S:1:pos:R:3:forces:R:3:nbo_charge:R:1 method="wB97M-V/def2-TZVPD" e_homo_ev=-8.94 relative_energy_kj_mol=641.8 orbital_gap_ev=8.70 multiplicity=1
C 1.96718 2.70443 -0.93872 1.59 1.92 0.09 0.2222
C -0.59523 3.44156 -2.28060 -3.74 -7.18 -0.66 -0.5413
C 0.64176 -1.33539 -0.12201 -0.72 -0.87 -0.40 -0.6231
C -0.21993 -0.05122 -0.34406 1.21 -1.18 -0.94 -0.2274
N 1.36048 1.71941 -0.84972 -0.14 -0.60 0.66 -0.3659
N 0.31536 1.04074 -1.17019 -0.78 -2.53 -1.00 -0.4624
S -0.89083 1.88592 -2.10423 0.67 4.67 -0.63 0.7174
H 1.60538 -1.06796 0.24439 0.77 0.22 0.53 0.2164
H 0.15761 -2.05160 0.62242 0.41 1.28 -0.78 0.2229
H 0.83309 -1.96843 -1.01054 -0.33 0.63 0.11 0.2142
H -0.25177 0.40316 0.63059 -1.52 -0.15 0.67 0.2028
H -1.08292 -0.38635 -0.97569 -0.05 0.60 1.52 0.2207
H -0.07956 4.26954 -2.12413 2.64 3.17 0.84 0.2036

Record 5
33
Properties=species:S:1:pos:R:3:forces:R:3:nbo_charge:R:1 method="wB97M-V/def2-TZVPD" e_homo_ev=-11.22 charge=+1 orbital_gap_ev=7.06 multiplicity=1
N -0.18858 1.84488 -0.43874 0.23 0.24 -0.17 -0.5775
C -0.31807 0.64343 -0.08909 -0.18 -0.30 0.16 0.1150
C -1.11179 -0.31044 -0.94340 0.27 0.06 -0.01 -0.1291
O -2.45071 -0.32485 -0.42574 0.05 -0.07 0.08 -0.8063
P -3.63871 -0.37806 -1.47846 0.09 -0.07 -0.77 2.5713
O -3.32145 -1.18547 -2.65080 0.06 -0.01 0.08 -1.0832
O -4.88430 -0.81550 -0.61723 0.00 0.01 0.15 -0.6911
N -4.97586 -2.24246 -0.34692 -0.21 0.06 -0.03 -0.4686
O -3.98344 1.13302 -1.86224 -0.15 -0.08 0.50 -1.0755
P -4.50578 2.30195 -0.82630 0.11 -0.09 0.26 1.6072
N -4.27338 2.04053 0.67327 -0.18 0.33 -0.05 -1.2951
H 0.34462 2.36928 0.25488 -0.09 0.05 0.01 0.3339
H 0.09618 0.24296 0.84099 -0.16 0.02 -0.01 0.1518
H -1.07697 0.01640 -1.98440 -0.12 0.00 0.08 0.2202
H -0.69768 -1.32061 -0.87690 -0.12 0.02 -0.04 0.1843
H -4.03418 -2.62558 -0.42528 -0.01 0.04 0.04 0.3425
H -5.22334 -2.24192 0.63970 0.12 -0.01 -0.02 0.3532
H -3.76444 3.35562 -1.35421 0.05 -0.03 -0.18 -0.0734
H -5.82150 2.49200 -1.26096 -0.03 0.05 -0.16 -0.0711
H -5.12197 1.97844 1.22255 0.14 -0.24 0.05 0.3926
C 3.82477 -1.83067 1.70677 0.07 0.00 -0.10 -0.7507
C 3.50683 -0.43125 1.32236 -0.23 -0.12 0.13 0.7270
O 2.46621 0.12059 1.30215 0.15 0.08 -0.05 -0.4279
N 4.71679 0.45811 0.93591 0.11 -0.10 0.05 -0.5836
C 5.64150 -0.09668 -0.11170 -0.07 0.10 0.02 -0.4234
H 2.88646 -2.35549 1.85832 -0.01 0.00 0.05 0.2885
H 4.40379 -2.33872 0.93587 0.02 0.01 0.02 0.2623
H 4.40128 -1.83875 2.63531 0.03 0.00 -0.02 0.2718
H 5.24649 0.65615 1.78969 0.01 0.05 -0.03 0.4442
H 4.28968 1.33850 0.63410 0.05 0.01 -0.04 0.4555
H 6.17323 -0.94548 0.30481 0.00 -0.01 -0.01 0.2377
H 6.34559 0.68145 -0.39127 0.01 0.00 0.00 0.2533
H 5.04875 -0.39137 -0.97305 0.00 -0.01 -0.01 0.2441

Record 6
76
Properties=species:S:1:pos:R:3:forces:R:3:nbo_charge:R:1 method="wB97M-V/def2-TZVPD" e_homo_ev=-8.68 smiles="Cc1cc(C)c(S(=O)(=O)NC[C@H]2CC[C@H](C(=O)NCCCN3CCC(C)CC3)CC2)c(C)c1" orbital_gap_ev=9.21 multiplicity=1
C -0.59352 -5.17660 7.53560 -0.05 0.01 0.00 -0.6313
C -1.00470 -4.06920 6.61532 0.00 0.10 -0.09 0.0368
C -1.02679 -2.75402 7.05389 -0.07 -0.03 -0.17 -0.2682
C -1.42526 -1.70943 6.22708 0.09 0.10 0.22 0.1481
C -1.44195 -0.32146 6.78123 0.04 0.20 0.16 -0.6532
C -1.80153 -2.01121 4.92002 -0.04 0.41 -0.40 -0.4112
S -2.30520 -0.73486 3.76304 0.08 0.28 -0.67 2.3048
O -3.61828 -1.01314 3.25138 0.04 -0.13 -0.02 -0.9446
O -2.08832 0.58902 4.28371 0.14 -0.28 0.26 -0.9476
N -1.23108 -0.99383 2.48712 -0.68 0.00 0.67 -0.8631
C 0.12603 -0.59700 2.80902 0.71 0.26 0.27 -0.2349
C 1.05158 -0.61444 1.58852 -0.52 -0.17 0.07 -0.2090
C 0.71411 0.50925 0.60718 0.39 0.01 0.14 -0.3920
C 1.68627 0.49836 -0.56822 -0.39 -0.02 -0.05 -0.3904
C 1.62576 -0.84707 -1.29939 0.55 -0.04 0.15 -0.3112
C 2.62129 -0.81196 -2.45719 -0.62 -0.10 0.01 0.6967
O 3.74189 -1.27627 -2.39104 0.44 -0.14 0.19 -0.6443
N 2.13080 -0.20969 -3.55895 -0.14 0.04 -0.22 -0.6419
C 2.94525 0.10574 -4.70838 0.26 0.11 -0.02 -0.2246
C 2.92749 1.60706 -4.99607 -0.28 -0.21 -0.14 -0.4094
C 1.54148 2.10355 -5.42361 0.38 0.11 0.05 -0.2205
N 0.56546 1.99626 -4.34363 -0.17 -0.06 -0.04 -0.4832
C 0.58959 3.11533 -3.41387 0.11 0.25 0.06 -0.2171
C -0.05033 4.39619 -3.96217 -0.15 -0.33 0.15 -0.4206
C -1.48575 4.12620 -4.41654 0.14 0.21 -0.34 -0.2160
C -2.11702 5.37448 -5.02462 0.03 -0.25 0.21 -0.5970
C -1.47641 2.96444 -5.41181 0.00 -0.14 0.40 -0.4207
C -0.79663 1.74359 -4.78416 -0.20 0.05 -0.26 -0.2081
C 1.95757 -1.97615 -0.32645 -0.25 -0.03 -0.11 -0.3806
C 1.01092 -1.96364 0.86991 0.33 0.16 -0.02 -0.4077
C -1.80892 -3.32449 4.45349 -0.01 -0.32 -0.06 0.0626
C -2.23250 -3.67318 3.06411 -0.06 -0.32 -0.18 -0.6585
C -1.40453 -4.33682 5.31462 -0.01 0.18 0.03 -0.2327
H -0.14622 -5.99724 6.98029 0.04 -0.08 0.01 0.2194
H -1.46749 -5.56208 8.06107 -0.01 -0.07 0.06 0.2268
H 0.11581 -4.82098 8.27879 0.05 -0.03 0.06 0.2190
H -0.73085 -2.53192 8.06908 0.03 0.07 0.10 0.2089
H -1.16731 -0.33224 7.83371 0.00 -0.03 0.04 0.2077
H -2.42888 0.12147 6.67203 0.01 0.10 0.09 0.2377
H -0.75183 0.32023 6.23838 0.01 0.08 0.07 0.2380
H -1.59489 -0.49704 1.68526 -0.30 0.08 -0.12 0.3961
H 0.48113 -1.31369 3.55666 0.15 0.08 -0.02 0.2036
H 0.13322 0.40327 3.26595 0.13 -0.12 -0.05 0.2009
H 2.06952 -0.44654 1.95765 -0.02 0.02 0.03 0.2082
H 0.76042 1.47295 1.11941 -0.09 0.03 0.02 0.2122
H -0.30231 0.37849 0.22730 -0.12 0.05 -0.05 0.1816
H 2.70380 0.65583 -0.20402 0.08 0.04 -0.01 0.2087
H 1.44684 1.30959 -1.25842 0.06 0.06 -0.02 0.2093
H 0.61761 -0.99123 -1.70258 -0.02 0.03 -0.01 0.2022
H 1.25231 0.29807 -3.53384 0.07 -0.05 0.19 0.4266
H 3.96003 -0.23701 -4.49017 -0.14 0.00 -0.10 0.2368
H 2.57137 -0.44163 -5.58217 0.12 0.02 -0.01 0.1811
H 3.63264 1.82046 -5.80090 0.06 0.06 -0.01 0.2134
H 3.26020 2.14312 -4.10622 0.09 0.06 0.02 0.2031
H 1.19627 1.48379 -6.25500 -0.02 0.05 -0.04 0.1978
H 1.63591 3.13357 -5.79579 -0.09 -0.05 -0.08 0.1782
H 1.62507 3.30791 -3.12549 -0.03 -0.05 0.10 0.2048
H 0.03905 2.80478 -2.51867 0.07 0.05 0.06 0.1917
H 0.53161 4.77153 -4.80706 0.02 0.09 -0.05 0.1959
H -0.03720 5.16223 -3.18509 0.04 0.08 0.00 0.2141
H -2.07519 3.82600 -3.54167 0.01 -0.04 0.02 0.1923
H -2.12572 6.18782 -4.30253 -0.03 0.14 0.04 0.2089
H -3.14151 5.17386 -5.32972 -0.13 0.04 -0.06 0.2089
H -1.55626 5.69849 -5.89924 0.06 0.05 -0.11 0.2012
H -0.93719 3.26033 -6.31473 0.00 0.05 -0.10 0.1967
H -2.49673 2.70471 -5.69883 -0.04 0.01 -0.09 0.2126
H -0.78606 0.90778 -5.48831 -0.02 -0.03 0.08 0.2012
H -1.36898 1.43416 -3.90209 -0.06 -0.05 -0.05 0.1894
H 2.98971 -1.85441 0.00591 0.04 -0.04 -0.04 0.2171
H 1.89188 -2.93422 -0.84503 0.09 -0.02 0.01 0.2146
H 1.28820 -2.75636 1.56750 -0.08 -0.08 0.04 0.2111
H -0.00950 -2.15667 0.53294 -0.08 -0.08 0.01 0.1980
H -1.43193 -3.44650 2.36269 -0.02 -0.06 -0.08 0.2388
H -3.09902 -3.08548 2.77708 -0.02 -0.17 -0.14 0.2546
H -2.46863 -4.73262 2.99651 -0.02 -0.06 0.02 0.2123
H -1.40569 -5.35755 4.96023 -0.01 -0.11 -0.08 0.2093